[1]
Formula: C26H52N11SV
Source: the Open Molecules 2025 dataset
Level of theory: ωB97M-V/def2-TZVPD

```
91
Properties=species:S:1:pos:R:3
V 0.09430 0.37802 -0.30713
C -0.37308 -0.56132 5.71332
N -0.66748 0.04051 4.42131
C -1.73858 1.02402 4.42838
C -0.05238 -0.39009 3.27031
N 0.23466 0.39287 2.27607
C 0.24401 1.80743 2.59979
C 1.28214 2.51009 1.76107
N 0.83627 2.47209 0.36700
C -0.28316 3.42005 0.18538
C -1.11063 3.00613 -1.00216
N -1.46828 1.58940 -0.82507
C -2.76796 1.23609 -1.10540
N -3.23761 0.09243 -0.71524
C -2.35411 -1.50371 1.42267
C -4.44670 -0.47749 -1.28254
N -3.56815 2.14961 -1.81714
C -4.98415 2.26255 -1.51217
C -3.20717 2.43653 -3.19824
C 1.92801 2.83127 -0.56554
C 2.73265 1.61653 -0.94381
N 1.80398 0.63461 -1.51782
C 2.21024 -0.07995 -2.53416
N 3.51887 -0.16313 -2.95741
C 3.85105 -0.24816 -4.37589
C 4.65413 -0.33957 -2.06961
N 1.31561 -0.73049 -3.33306
C 1.59811 -2.06935 -3.83252
C -0.07339 -0.30848 -3.46492
N 0.33266 -1.71874 3.27501
C 1.70903 -2.08198 2.98355
C -0.48210 -2.74356 3.90331
H -0.19639 0.23003 6.44532
H -1.19784 -1.18170 6.07903
H 0.52754 -1.16910 5.65236
H -2.61301 0.60822 4.93793
H -1.44742 1.94083 4.94883
H -2.02930 1.28187 3.41648
H -0.73141 2.24975 2.38087
H 0.45349 1.99830 3.65776
H 1.41098 3.54239 2.10853
H 2.24142 2.00037 1.85384
H -0.92371 3.37779 1.06240
H 0.09296 4.44502 0.09163
H -1.98656 3.64105 -1.05786
H -0.54893 3.16271 -1.92649
H -2.10213 -0.62282 2.00083
H -3.42941 -1.55831 1.28097
H -1.98617 -2.40033 1.91914
H -4.62269 -0.17729 -2.32004
H -4.34317 -1.56721 -1.27403
H -5.34232 -0.23261 -0.70559
H -5.16759 1.95125 -0.48506
H -5.28236 3.30978 -1.60918
H -5.62155 1.67276 -2.17929
H -2.14457 2.24829 -3.35514
H -3.77368 1.81386 -3.90162
H -3.41066 3.48322 -3.44070
H 1.48371 3.22483 -1.47666
H 2.57232 3.61108 -0.14115
H 3.51217 1.90916 -1.64723
H 3.21779 1.20701 -0.04964
H 2.97768 -0.02445 -4.98194
H 4.62938 0.48472 -4.60549
H 4.23101 -1.23776 -4.65312
H 4.36407 -0.25115 -1.02832
H 5.10222 -1.32705 -2.22087
H 5.42192 0.41164 -2.27038
H 2.59793 -2.38227 -3.53962
H 0.88187 -2.77911 -3.40840
H 1.51907 -2.10990 -4.92243
H -0.16974 0.73938 -3.18678
H -0.37308 -0.42551 -4.51018
H -0.75078 -0.89870 -2.85082
H 2.16217 -1.31211 2.36439
H 2.29320 -2.19335 3.90817
H 1.74549 -3.03158 2.45394
H -1.50647 -2.38961 4.01419
H -0.49624 -3.62755 3.26526
H -0.11005 -3.04843 4.88835
S -1.58093 -1.38041 -0.21162
C -0.12333 -2.40597 0.11873
C -0.06368 -3.78664 0.23642
C 1.16482 -4.41592 0.10566
C 2.28579 -3.63429 -0.13851
C 2.14238 -2.26088 -0.20713
N 0.96464 -1.64051 -0.08301
H -0.97515 -4.35287 0.39166
H 1.24689 -5.49621 0.17100
H 3.26626 -4.07926 -0.26334
H 3.01035 -1.62868 -0.34944
```

Output
**Frontier orbital gap (spin up / spin down)**: 6.872 / 6.197 eV
**Spin multiplicity**: 2
**LUMO (spin up / spin down)**: -0.0623 / -0.0636 Ha
**Net charge**: +1
**HOMO (spin up / spin down)**: -0.3148 / -0.2913 Eh

---

[2]
Formula: C26H52N5O9PSTi
Source: the Open Molecules 2025 dataset
Level of theory: ωB97M-V/def2-TZVPD

```
95
Properties=species:S:1:pos:R:3
Ti -0.56851 0.49706 -1.47451
C -0.37575 -1.66395 -3.64912
C 1.08993 -1.58007 -3.30137
O 1.13640 -0.90310 -2.04000
C 2.35773 -0.22630 -1.69970
C 2.40051 1.07048 -2.46031
O 1.08673 1.64304 -2.34044
C 0.88269 2.72574 -3.27417
C -0.53339 3.19548 -3.08071
O -1.33727 2.02294 -2.94913
C -2.22024 1.59439 -3.98251
C -1.95610 0.10563 -4.27605
O -0.88228 -0.33244 -3.41285
H -0.91331 -2.37127 -3.01507
H -0.51942 -1.93047 -4.69539
H 1.63893 -1.02067 -4.06096
H 1.52591 -2.57499 -3.19663
H 3.22272 -0.85649 -1.90840
H 2.29575 -0.03779 -0.62740
H 2.60744 0.92110 -3.52342
H 3.13638 1.75034 -2.03806
H 1.04481 2.32948 -4.28066
H 1.60485 3.51805 -3.07340
H -0.64570 3.74776 -2.14919
H -0.87303 3.81664 -3.90785
H -2.06730 2.20021 -4.87429
H -3.23780 1.73832 -3.62405
H -1.62362 -0.04798 -5.30227
H -2.83894 -0.50296 -4.08369
O -2.82650 1.17767 1.03150
S -2.52708 1.65583 -0.27261
O -3.26928 2.71447 -0.84710
O -0.96975 1.93993 -0.37221
O -2.44128 0.43249 -1.27496
C 3.15440 1.72458 1.43294
C 3.88882 2.56698 2.51176
N 3.62985 3.98530 2.28956
C 2.18877 4.22068 2.30814
C 1.51276 3.44335 1.14797
N 2.50168 2.60403 0.44944
C 3.53473 3.48806 -0.11985
C 4.16150 4.37724 0.98950
H 2.38197 1.08979 1.87833
H 3.85589 1.07248 0.90156
H 4.96669 2.40330 2.47660
H 3.54993 2.30498 3.51518
H 2.00710 5.29285 2.22725
H 1.80404 3.89662 3.27664
H 1.07226 4.12176 0.41278
H 0.71091 2.80077 1.51202
H 3.07523 4.10011 -0.90239
H 4.30474 2.86457 -0.58466
H 3.93161 5.43097 0.82825
H 5.24718 4.27665 1.00750
O -0.38055 -0.68190 -0.05372
P -0.93397 -1.74523 0.96831
N -0.64927 -1.14560 2.43709
C -0.98495 -1.88910 3.67121
C -1.61388 -0.83837 4.60638
C -1.36300 0.52867 3.93828
C -0.36172 0.24605 2.82225
N -2.48346 -2.13225 0.76294
C -2.99304 -2.73201 -0.49165
C -4.51617 -2.71698 -0.32597
C -4.77162 -1.60321 0.68743
C -3.60581 -1.74347 1.65103
N -0.08978 -3.09714 0.61553
C -0.48180 -4.42169 1.16629
C 0.72240 -5.28970 0.83827
C 1.88922 -4.34108 1.09658
C 1.39178 -3.00976 0.53252
H -0.06985 -2.30138 4.10119
H -1.65874 -2.71813 3.45492
H -1.16003 -0.89836 5.59336
H -2.67991 -1.01876 4.73279
H -0.97613 1.26509 4.64010
H -2.28194 0.92691 3.51110
H 0.66443 0.29426 3.20020
H -0.45560 0.91268 1.96991
H -2.60383 -3.73960 -0.63612
H -2.68619 -2.11857 -1.34443
H -4.85679 -3.67580 0.06677
H -5.02203 -2.55063 -1.27519
H -5.73066 -1.70138 1.19151
H -4.73654 -0.62480 0.20564
H -3.79335 -2.54755 2.36771
H -3.37623 -0.82720 2.18760
H -1.40691 -4.77202 0.71465
H -0.62243 -4.37611 2.24961
H 0.69449 -5.58760 -0.21212
H 0.75665 -6.19082 1.44647
H 2.81820 -4.66133 0.62913
H 2.06854 -4.25279 2.16943
H 1.68827 -2.88167 -0.51027
H 1.76790 -2.15531 1.10175
```

Output
**Frontier orbital gap**: 5.184 eV
**LUMO**: -0.2564 Ha
**Net charge**: +2
**HOMO**: -0.4469 Eh
**Energy relative to the best compared isomer or geometry (same formula, charge and spin)**: 0.773 eV

---

[3]
Formula: C26H52O10S
Source: the Open Molecules 2025 dataset
Level of theory: ωB97M-V/def2-TZVPD

```
89
Properties=species:S:1:pos:R:3
C 7.57919 1.31091 1.10023
C 6.62727 2.38268 0.69738
C 7.41306 3.62672 1.04519
O 8.80737 3.23787 1.35295
C 8.72758 1.92142 1.91776
H 8.08998 0.84918 0.25524
H 7.12999 0.46811 1.62561
H 5.65525 2.37843 1.19062
H 6.33253 2.40196 -0.35184
H 7.04470 4.19392 1.90000
H 7.39498 4.34457 0.22514
H 8.43933 1.99549 2.96634
H 9.72620 1.51877 1.74835
C -2.60098 -6.75223 9.22896
C -2.94022 -5.75888 10.25441
C -3.30450 -4.62668 9.40766
O -2.31878 -4.63242 8.35271
C -2.13548 -5.99717 7.91584
H -3.40346 -7.45047 8.99106
H -1.91955 -7.46630 9.69141
H -2.09441 -5.46307 10.87506
H -3.74717 -6.06295 10.92111
H -3.13598 -3.75632 10.04182
H -4.32163 -4.50225 9.03609
H -1.08008 -6.13491 7.68080
H -2.75431 -6.21833 7.04622
C -4.74346 -5.05306 -7.34243
C -5.18731 -4.21707 -6.09357
C -5.72299 -2.92104 -6.68006
O -5.91861 -3.12226 -8.12762
C -5.68668 -4.48841 -8.43007
H -4.95514 -6.11478 -7.21579
H -3.70920 -4.87386 -7.63617
H -4.38252 -3.73569 -5.53798
H -5.89873 -4.84766 -5.56033
H -5.06344 -2.06535 -6.53548
H -6.69603 -2.60689 -6.30242
H -5.46925 -4.78478 -9.45622
H -6.66147 -4.95735 -8.29599
C 0.12783 7.81246 2.15852
C 0.60582 7.88826 0.71446
C 0.93525 9.31246 0.34505
O 0.69501 10.00543 1.62067
C 0.80377 9.08059 2.61561
H 0.49565 6.94200 2.70178
H -0.94103 7.97988 2.29121
H 0.06764 7.32559 -0.04833
H 1.48947 7.26375 0.84583
H 0.36262 9.88920 -0.38128
H 1.96724 9.51851 0.06108
H 0.38615 9.45469 3.55034
H 1.87659 9.08421 2.80833
C 5.11932 -6.66161 0.61801
C 5.27928 -8.10965 0.86795
C 4.59839 -8.28848 2.27693
O 3.84389 -7.04396 2.50514
C 3.87981 -6.25168 1.33093
H 4.86519 -6.58150 -0.43891
H 5.97368 -6.01172 0.80727
H 6.29072 -8.50766 0.78639
H 4.67200 -8.51140 0.05682
H 5.30474 -8.45167 3.09089
H 3.83479 -9.06161 2.19162
H 4.20751 -5.30233 1.75454
H 2.90244 -6.25455 0.84839
C -3.84161 6.01728 -7.08905
C -2.90005 7.11513 -6.74638
C -1.53626 6.72560 -7.34914
O -1.89457 5.70226 -8.30698
C -3.08372 5.01650 -7.75220
H -4.53855 6.43196 -7.81735
H -4.34571 5.53020 -6.25434
H -2.78061 7.08088 -5.66348
H -3.23316 8.15298 -6.74602
H -0.77350 6.30555 -6.69349
H -0.98390 7.51474 -7.85931
H -2.59591 4.39436 -7.00182
H -3.64821 4.44157 -8.48630
C -3.03495 -0.78699 1.88730
C -1.81246 -0.03615 2.42130
O -1.30992 0.76593 1.48146
S -2.33185 0.93671 0.18536
O -1.58408 0.94739 -1.07223
O -3.31541 2.07183 0.36588
O -3.06176 -0.50461 0.51287
H -4.02127 -0.45596 2.21239
H -2.93069 -1.86299 2.02676
H -0.92769 -0.62225 2.66984
H -2.27397 0.57907 3.19371
```

Output
**Frontier orbital gap**: 9.687 eV
**LUMO**: 0.0134 Ha
**SMILES**: O=S1(=O)OCCO1.C1CCOC1.C1CCOC1.C1CCOC1.C1CCOC1.C1CCOC1.C1CCOC1
**HOMO**: -0.3426 Eh
**Energy relative to the best compared isomer or geometry (same formula, charge and spin)**: 4.528 eV

---

[4]
Formula: C26H52O52S13
Source: the Open Molecules 2025 dataset
Level of theory: ωB97M-V/def2-TZVPD

```
143
Properties=species:S:1:pos:R:3
C -5.74062 -0.40501 20.24123
C -6.12619 0.77179 19.26233
O -4.78722 1.19072 18.90003
S -3.64099 1.00973 20.03621
O -3.78454 2.01070 21.08306
O -2.33642 0.75379 19.34861
O -4.34106 -0.39491 20.58545
H -5.92906 -1.31297 19.66835
H -6.30863 -0.63433 21.14283
H -6.69797 1.48369 19.85762
H -6.60541 0.47863 18.32825
C -15.91010 7.34776 22.53873
C -15.02773 8.24994 23.46736
O -15.81810 8.49294 24.62266
S -17.17193 7.55689 24.65414
O -18.35394 8.26431 25.17727
O -16.89484 6.22687 25.20023
O -17.17100 7.58947 22.98229
H -15.63587 6.29350 22.57644
H -15.81966 7.76986 21.53785
H -14.77521 9.26299 23.15423
H -14.09563 7.82719 23.84230
C -17.16070 -1.09536 9.89524
C -18.38207 -0.36865 10.36256
O -17.95100 1.02862 10.44070
S -16.74808 1.38925 9.31935
O -15.56110 1.80056 10.08975
O -17.30683 2.31267 8.32812
O -16.79733 -0.21333 8.78355
H -17.34546 -2.12272 9.58140
H -16.35752 -1.10413 10.63207
H -18.64605 -0.70406 11.36551
H -19.10805 -0.66965 9.60728
C -16.78088 2.76754 15.81348
C -16.64359 3.33444 17.22662
O -17.81193 2.91681 17.93297
S -18.59783 1.69762 17.11242
O -20.05793 1.81773 17.21719
O -17.93632 0.42619 17.38848
O -18.05072 2.27183 15.64732
H -16.09966 1.92128 15.72460
H -16.64853 3.57766 15.09634
H -16.74673 4.41571 17.31781
H -15.78327 2.96223 17.78287
C -11.37308 -1.37409 9.40259
C -9.96479 -2.07393 9.57747
O -9.21064 -1.45080 10.60987
S -10.06601 -0.32776 11.37768
O -9.85882 1.03133 10.84580
O -9.89719 -0.55716 12.83106
O -11.51636 -0.92202 10.76946
H -12.13846 -2.07187 9.06289
H -11.34272 -0.51531 8.73201
H -9.35399 -2.12663 8.67623
H -10.11423 -3.08841 9.94704
C -6.15024 7.30248 7.65918
C -4.79508 7.87529 7.55763
O -4.60358 8.37966 6.15298
S -5.89580 8.30386 5.21754
O -5.67937 7.17675 4.27093
O -6.20677 9.57514 4.61146
O -6.81438 7.97354 6.57845
H -6.68013 7.42224 8.60416
H -6.25265 6.23498 7.46415
H -4.00968 7.15931 7.79976
H -4.54814 8.64953 8.28404
C -19.60848 7.88549 10.43518
C -18.56072 7.15866 11.13800
O -19.05726 6.87450 12.35300
S -20.69697 6.60924 12.29624
O -21.30160 7.44612 13.31701
O -20.97207 5.17274 12.48847
O -20.79115 7.13193 10.75461
H -19.37029 7.95293 9.37367
H -19.66327 8.89965 10.83089
H -17.64213 7.73624 11.24143
H -18.39277 6.22653 10.59852
C -5.25558 8.28629 14.19744
C -4.48571 7.69242 15.34725
O -3.99347 6.42044 15.08730
S -4.57102 5.76022 13.73142
O -5.38754 4.57188 14.02526
O -3.54361 5.70363 12.69191
O -5.52185 7.12999 13.46448
H -4.62680 8.80288 13.47228
H -6.14391 8.88709 14.39237
H -5.14947 7.73238 16.21092
H -3.63166 8.33495 15.56139
C -12.48302 -2.00455 18.69531
C -13.79291 -2.86849 18.94045
O -13.81052 -3.72820 17.87167
S -12.99252 -3.23987 16.58138
O -13.59290 -2.12045 15.79719
O -12.49572 -4.43822 15.85608
O -11.89992 -2.67540 17.59933
H -11.69084 -2.02977 19.44359
H -12.56288 -0.99298 18.29726
H -14.70312 -2.27467 19.02418
H -13.69681 -3.29772 19.93777
C -13.36582 12.08171 18.25298
C -12.40894 11.23553 17.40237
O -13.16523 10.73276 16.29363
S -14.83789 10.71645 16.68553
O -15.37178 9.38569 16.88743
O -15.66129 11.71965 15.94804
O -14.55898 11.42337 18.15120
H -13.50186 13.08312 17.84460
H -12.79311 12.01166 19.17775
H -11.91620 10.42699 17.94235
H -11.60468 11.89307 17.07234
C -6.57174 13.80724 9.36295
C -6.97444 12.60763 8.44949
O -7.62070 11.86998 9.42106
S -8.68247 12.84250 10.26518
O -9.13989 12.13937 11.50857
O -9.60968 13.40576 9.25917
O -7.49972 13.99048 10.45966
H -6.45869 14.80914 8.94882
H -5.56104 13.64564 9.73775
H -6.04637 12.11177 8.16505
H -7.60562 12.68876 7.56454
C -12.29937 5.81757 14.15898
C -11.10189 6.71030 14.32848
O -10.47593 6.26237 15.49254
S -11.48341 5.56020 16.55506
O -12.27056 6.57475 17.28305
O -10.95940 4.45067 17.38327
O -12.30860 4.97747 15.30155
H -12.09561 5.07604 13.38652
H -13.22712 6.37887 14.04802
H -11.41085 7.75557 14.31935
H -10.48749 6.62678 13.43202
C -11.19432 5.66086 5.89308
C -11.44758 4.56523 6.97138
O -11.78098 5.27951 8.11252
S -12.31122 6.77240 7.93915
O -11.67123 7.62637 8.94320
O -13.78948 6.84227 7.87185
O -11.61827 6.88819 6.40270
H -11.76681 5.44203 4.99170
H -10.13197 5.70295 5.65280
H -10.61864 3.86662 7.08494
H -12.35766 4.05635 6.65371
```

Output
**Frontier orbital gap**: 10.557 eV
**LUMO**: -0.0138 Ha
**HOMO**: -0.4018 Eh
**Energy relative to the best compared isomer or geometry (same formula, charge and spin)**: 12.162 eV